Record 1
The following is a DFT calculation (wB97M-V/def2-TZVPD) of a structure of composition C42H61N7O4PTeW.

The value obtained for the LUMO energy (spin up / spin down) is -10.80 / -10.82 eV.

Geometry as ORCA input:
```
! wB97M-V def2-TZVPD RIJCOSX def2/J DEFGRID3
* xyz 3 1
W -0.07 0.01 0.37
C 0.25 -3.13 1.35
C 1.67 -3.45 0.93
C 1.86 -3.55 -0.58
C 2.71 -2.55 1.55
C 3.65 -3.14 2.38
C 4.78 -2.45 2.81
C 5.05 -1.21 2.29
C 4.17 -0.56 1.44
C 4.68 0.67 0.70
C 5.10 1.81 1.63
C 5.86 0.24 -0.19
C 2.91 -1.19 1.21
N 1.87 -0.39 0.64
C 2.00 0.96 0.85
C 1.26 1.84 0.08
N 0.50 1.31 -0.93
C -0.13 2.19 -1.90
C 0.58 2.40 -3.09
C 0.02 3.30 -3.99
C -1.16 3.96 -3.69
C -1.80 3.76 -2.48
C -1.30 2.86 -1.54
C -1.95 2.75 -0.18
C -3.47 2.63 -0.23
C -1.54 3.90 0.73
C 1.91 1.74 -3.36
C 2.01 1.18 -4.78
C 3.05 2.73 -3.09
H -0.48 -3.85 0.98
H -0.09 -2.17 0.92
H 0.15 -3.04 2.43
H 1.86 -4.45 1.34
H 1.77 -2.58 -1.07
H 1.14 -4.24 -1.02
H 2.85 -3.93 -0.82
H 3.51 -4.18 2.67
H 5.48 -2.93 3.49
H 6.00 -0.74 2.52
H 3.92 1.04 0.01
H 5.93 1.51 2.27
H 4.30 2.15 2.29
H 5.43 2.67 1.05
H 6.72 -0.07 0.41
H 6.18 1.08 -0.81
H 5.59 -0.59 -0.85
H 2.56 1.31 1.71
H 1.23 2.91 0.26
H 0.52 3.49 -4.93
H -1.58 4.66 -4.41
H -2.71 4.31 -2.26
H -1.61 1.78 0.26
H -3.91 3.58 -0.56
H -3.86 2.43 0.77
H -3.80 1.85 -0.91
H -1.95 4.83 0.34
H -0.46 4.05 0.80
H -1.94 3.76 1.74
H 2.03 0.91 -2.66
H 2.09 1.98 -5.52
H 1.15 0.57 -5.05
H 2.91 0.57 -4.88
H 2.97 3.60 -3.74
H 4.02 2.27 -3.27
H 3.03 3.10 -2.06
C 0.03 -1.09 -2.80
O -0.24 -1.25 -1.36
H -0.61 -1.80 -3.31
H 1.08 -1.28 -2.99
H -0.26 -0.08 -3.07
H -0.39 -2.19 -1.17
C -1.76 -1.35 3.40
C -0.99 -0.08 3.42
N -0.35 0.57 2.42
C 0.10 1.78 2.98
C -0.23 1.82 4.28
N -0.91 0.65 4.53
C -1.37 0.31 5.90
N -0.26 0.19 6.77
N -0.11 1.17 7.74
N 0.84 0.84 8.51
C 1.35 -0.38 8.11
C 2.39 -1.14 8.65
C 2.68 -2.34 8.04
C 1.95 -2.77 6.91
C 0.93 -2.03 6.36
C 0.63 -0.82 6.99
H -1.64 -1.91 2.48
H -2.83 -1.13 3.49
H -1.47 -1.99 4.23
H 0.59 2.55 2.41
H -0.05 2.55 5.04
H -1.99 -0.59 5.85
H -1.97 1.14 6.26
H 2.93 -0.79 9.52
H 3.46 -2.96 8.43
H 2.20 -3.73 6.48
H 0.38 -2.39 5.50
C -3.23 -5.06 0.71
C -3.93 -3.80 0.32
O -3.03 -2.66 0.61
P -3.29 -1.21 0.05
O -1.78 -0.61 0.52
Te -3.81 -1.02 -2.16
O -4.10 -0.39 1.11
C -5.57 -0.20 1.05
C -6.19 -0.82 2.27
H -3.90 -5.91 0.56
H -2.94 -5.05 1.76
H -2.34 -5.23 0.09
H -4.84 -3.63 0.90
H -4.17 -3.76 -0.74
H -5.93 -0.64 0.12
H -5.71 0.88 1.00
H -6.03 -1.90 2.31
H -7.27 -0.65 2.24
H -5.81 -0.37 3.18
*
```


Record 2
The following is a DFT calculation (wB97M-V/def2-TZVPD) of an isolated molecule of C4H5N.

The calculation puts the energy above the lowest of the compared OMol25 structures with the same formula, charge and spin at 1.3848 eV. The value obtained for the LUMO energy is 0.95 eV. Its SMILES is N#CC1CC1.

Geometry as ORCA input:
```
! wB97M-V def2-TZVPD RIJCOSX def2/J DEFGRID3
* xyz 0 1
C 0.96 0.89 1.07
C -0.31 0.30 0.58
C -0.16 -1.00 -0.16
C -0.27 0.23 -0.94
H -1.15 0.64 1.14
H -1.12 -1.46 -0.15
H 0.77 -1.62 -0.02
H 0.51 0.69 -1.52
H -1.21 0.23 -1.56
N 1.99 1.11 1.56
*
```


Record 3
The following is a DFT calculation (wB97M-V/def2-TZVPD) of a cluster of 2 separate species, C11H22BrN2 in total.

The calculation puts the energy above the lowest of the compared OMol25 structures with the same formula, charge and spin at 0.3499 eV. The value obtained for the LUMO energy is -4.41 eV.

Geometry as ORCA input:
```
! wB97M-V def2-TZVPD RIJCOSX def2/J DEFGRID3
* xyz 1 1
C 3.41 -0.31 0.15
C 2.73 -1.13 -0.96
C 1.53 -2.01 -0.59
C 0.54 -1.41 0.39
C -0.95 -1.43 0.03
C -1.26 -0.53 -1.18
C -1.56 0.93 -0.88
C -1.68 -1.12 1.36
C -0.62 -1.31 2.45
N 0.44 -2.12 1.73
Br 2.01 -2.46 2.72
H 2.84 -0.28 1.08
H 3.54 0.72 -0.16
H 4.39 -0.71 0.39
H 2.42 -0.46 -1.77
H 3.47 -1.79 -1.41
H 0.97 -2.22 -1.50
H 1.86 -2.99 -0.23
H 0.78 -0.37 0.63
H -1.22 -2.46 -0.25
H -0.40 -0.56 -1.85
H -2.09 -0.96 -1.73
H -2.42 1.06 -0.22
H -0.70 1.45 -0.44
H -1.78 1.45 -1.81
H -2.06 -0.11 1.43
H -2.49 -1.83 1.52
H -0.13 -0.38 2.72
H -0.94 -1.83 3.34
H 0.03 -3.03 1.55
C -2.20 4.88 -0.93
C -0.93 4.35 -1.39
N 0.08 3.92 -1.75
H -2.94 4.84 -1.73
H -2.57 4.30 -0.09
H -2.09 5.92 -0.62
*
```


Record 4
The following is a DFT calculation (wB97M-V/def2-TZVPD) of an isolated molecule of C2H3N3O.

The calculation puts the energy above the lowest of the compared OMol25 structures with the same formula, charge and spin at 2.3624 eV. The value obtained for the LUMO energy is 0.90 eV. Its SMILES is Nc1conn1.

Geometry as ORCA input:
```
! wB97M-V def2-TZVPD RIJCOSX def2/J DEFGRID3
* xyz 0 1
C -1.41 -0.90 -0.15
C -0.89 0.33 -0.07
N -1.97 1.20 0.03
N -3.00 0.56 0.03
N 0.42 0.70 -0.18
O -2.71 -0.81 0.02
H -1.03 -1.83 -0.35
H 1.09 0.41 0.52
H 0.59 1.66 -0.24
*
```


Record 5
The following is a DFT calculation (wB97M-V/def2-TZVPD) of a structure of composition C31H49ClP2Tl.

The calculation puts the energy above the lowest of the compared OMol25 structures with the same formula, charge and spin at 0.0000 eV. The value obtained for the LUMO energy (spin up / spin down) is -4.42 / -4.41 eV.

Geometry as ORCA input:
```
! wB97M-V def2-TZVPD RIJCOSX def2/J DEFGRID3
* xyz 1 1
Tl -0.83 0.32 -2.47
C -0.69 -2.23 1.07
C 0.66 -2.34 0.65
C 0.55 -0.76 2.33
C -0.76 -1.25 2.11
C 1.43 -1.44 1.44
C -1.84 -3.01 0.57
H -1.59 -3.54 -0.36
H -2.71 -2.37 0.38
H -2.15 -3.77 1.31
C -1.96 -0.82 2.84
H -2.84 -1.35 2.49
H -2.14 0.25 2.73
H -1.86 -1.02 3.91
C 0.93 0.24 3.34
H 0.78 -0.15 4.36
H 0.32 1.15 3.25
H 1.98 0.53 3.24
C 2.90 -1.27 1.38
H 3.41 -1.83 2.19
H 3.18 -0.21 1.50
H 3.30 -1.63 0.42
C 1.19 -3.26 -0.37
H 1.59 -4.18 0.09
H 2.02 -2.80 -0.93
H 0.42 -3.56 -1.08
C -2.06 1.20 -6.00
C -2.23 -0.26 -6.28
C -1.14 -0.95 -7.10
C 0.30 -0.79 -6.51
C 0.30 0.06 -5.21
C 0.64 1.51 -5.37
C 0.24 2.08 -6.75
C -1.23 1.90 -7.04
H -1.20 -0.63 -8.16
H 1.00 -0.42 -7.28
H -1.44 -2.01 -7.13
H -1.29 1.43 -8.02
H -2.91 1.79 -5.69
H -3.14 -0.85 -6.08
H -1.68 2.89 -7.21
H 0.51 3.14 -6.79
H 1.72 1.65 -5.28
H 0.88 1.59 -7.53
H 0.72 -1.77 -6.26
H 0.95 -0.43 -4.45
P -1.55 -0.10 -4.69
P 2.17 1.68 -1.69
C -0.30 2.39 -3.31
C 0.71 2.83 -2.33
H -1.24 2.96 -3.39
H 0.14 2.24 -4.52
H 1.17 3.83 -2.57
H 0.13 2.82 -1.38
C 2.99 3.11 -0.96
H 3.59 2.72 -0.14
H 2.22 3.78 -0.57
H 3.60 3.59 -1.72
C 3.18 1.21 -3.18
H 3.52 2.12 -3.70
H 2.62 0.55 -3.85
H 4.04 0.65 -2.79
C -3.45 0.47 -3.88
H -3.81 -0.35 -3.25
H -4.18 0.65 -4.69
H -3.48 1.40 -3.27
C -1.22 -1.97 -4.42
H -0.36 -2.24 -3.78
H -1.04 -2.52 -5.35
H -2.11 -2.34 -3.95
Cl -0.79 5.17 -0.54
C -0.87 4.74 1.11
C -0.17 5.50 2.03
C -0.24 5.17 3.41
C -1.01 4.07 3.83
C -1.69 3.29 2.90
C -1.65 3.58 1.49
C -2.30 2.75 0.59
H 0.42 6.34 1.70
H 0.29 5.78 4.13
H -1.07 3.83 4.89
H -2.30 2.44 3.23
H -2.79 1.85 0.97
H -2.43 3.02 -0.45
*
```


Record 6
The following is a DFT calculation (wB97M-V/def2-TZVPD) of an isolated molecule of C19H30N4O4S.

The calculation puts the energy above the lowest of the compared OMol25 structures with the same formula, charge and spin at 0.7782 eV. The value obtained for the LUMO energy is 0.37 eV. Its SMILES is Cc1cc(C(=O)N2CCCN(CCNC(=O)[C@@H]3CCS(=O)(=O)C3)CC2)[nH]c1C.

Geometry as ORCA input:
```
! wB97M-V def2-TZVPD RIJCOSX def2/J DEFGRID3
* xyz 0 1
C -2.00 -5.50 0.81
C -2.37 -4.18 1.43
C -2.20 -2.91 0.83
C -2.64 -1.95 1.73
C -2.77 -0.48 1.86
O -3.15 -0.04 2.94
N -2.50 0.35 0.81
C -2.62 1.79 1.01
C -1.26 2.47 1.14
C -0.31 2.20 -0.03
N 0.31 0.88 -0.06
C 1.22 0.62 1.03
C 2.39 -0.29 0.63
N 2.93 0.02 -0.69
C 3.20 1.30 -1.05
O 3.33 2.20 -0.24
C 3.33 1.55 -2.54
C 4.49 2.54 -2.83
C 3.92 3.95 -2.71
S 2.38 3.83 -3.60
O 1.40 4.76 -3.12
O 2.68 3.75 -5.01
C 2.00 2.16 -3.04
C -0.47 -0.28 -0.48
C -1.98 -0.08 -0.47
N -3.06 -2.63 2.84
C -2.91 -3.97 2.68
C -3.29 -4.94 3.75
H -2.66 -6.30 1.16
H -2.09 -5.46 -0.27
H -0.98 -5.79 1.05
H -1.78 -2.75 -0.15
H -3.15 2.19 0.14
H -3.22 1.95 1.89
H -1.43 3.55 1.22
H -0.79 2.15 2.07
H -0.82 2.38 -0.98
H 0.51 2.93 0.01
H 1.63 1.58 1.36
H 0.73 0.15 1.90
H 3.18 -0.20 1.38
H 2.08 -1.33 0.60
H 2.70 -0.61 -1.44
H 3.53 0.61 -3.06
H 5.30 2.39 -2.12
H 4.87 2.38 -3.84
H 3.70 4.21 -1.68
H 4.52 4.72 -3.20
H 1.58 1.64 -3.90
H 1.26 2.23 -2.25
H -0.18 -0.62 -1.48
H -0.25 -1.10 0.21
H -2.48 -0.99 -0.80
H -2.26 0.69 -1.20
H -3.42 -2.14 3.64
H -3.30 -5.95 3.36
H -2.58 -4.91 4.58
H -4.28 -4.72 4.15
*
```


Record 7
The following is a DFT calculation (wB97M-V/def2-TZVPD) of a structure of composition C3H3IrO3.

The expectation value of S² is 6.0042. The value obtained for the LUMO energy (spin up / spin down) is -0.45 / -3.90 eV.

Geometry as ORCA input:
```
! wB97M-V def2-TZVPD RIJCOSX def2/J DEFGRID3
* xyz 0 5
H -1.93 0.59 1.45
O -0.93 0.10 -0.45
C -0.99 1.29 -0.04
O -1.58 1.44 1.17
O -0.50 2.30 -0.57
Ir 1.68 2.38 -1.17
H 1.58 -2.20 -0.91
C 0.90 -2.14 0.04
C 1.76 -2.84 0.63
H 0.00 -0.92 -0.16
*
```


Record 8
The following is a DFT calculation (wB97M-V/def2-TZVPD) of a cluster of 16 separate species, H31O16 in total.

The calculation puts the energy above the lowest of the compared OMol25 structures with the same formula, charge and spin at 3.3470 eV. The value obtained for the LUMO energy is 2.61 eV.

Geometry as ORCA input:
```
! wB97M-V def2-TZVPD RIJCOSX def2/J DEFGRID3
* xyz -1 1
O -3.16 3.39 0.20
H 3.79 1.32 0.33
H -1.58 0.43 1.39
O 0.42 4.38 -0.30
H -2.67 3.84 -0.48
H -2.66 2.63 0.49
O 1.24 -1.36 -2.39
H 0.91 5.19 -0.22
H -1.10 0.67 2.84
O -1.62 1.06 2.14
H 0.05 2.19 0.29
H 0.71 3.73 -0.95
O 4.31 0.99 1.07
H -4.29 -0.14 2.23
H 2.94 -2.94 2.35
O -0.12 -1.02 1.36
H -0.37 -1.18 2.28
H -0.75 -1.60 0.51
O 2.87 -5.28 -0.19
H 2.06 -5.76 -0.21
H 3.34 -5.11 -0.99
O -1.11 -2.01 -0.68
H 0.84 0.80 0.08
H 1.95 -1.73 -1.83
O -1.52 -3.13 -3.20
H -1.54 -3.13 -2.25
O -3.70 -0.80 2.63
H 4.47 1.86 1.45
H -2.91 -0.46 2.22
O -1.06 0.38 -3.24
H 0.52 -1.73 -1.87
H -0.16 0.18 -2.83
O 3.33 -3.76 2.69
H -0.34 2.79 -3.64
H 2.22 2.80 3.75
O -2.55 0.06 -0.29
H -1.81 -0.08 -2.76
H 1.90 2.33 2.35
O 2.63 2.46 2.95
H 3.04 -3.88 3.60
H -2.18 -0.90 -0.56
O 0.86 1.75 0.04
H -2.12 -2.32 -3.25
H -1.82 -2.63 -0.43
O -0.75 2.94 -2.80
H -2.11 0.47 -1.06
H -1.08 2.11 -2.50
*
```


Record 9
The following is a DFT calculation (wB97M-V/def2-TZVPD) of the ion C3H8N3O with charge +1.

The calculation puts the energy above the lowest of the compared OMol25 structures with the same formula, charge and spin at 4.6541 eV. The value obtained for the LUMO energy is -3.71 eV.

Geometry as ORCA input:
```
! wB97M-V def2-TZVPD RIJCOSX def2/J DEFGRID3
* xyz 1 1
C -0.24 1.28 -1.13
C -0.37 -0.25 -1.19
C 1.01 1.22 0.81
N 0.37 1.81 -0.17
N 0.33 -0.90 -0.22
N -0.28 -1.88 0.58
O 0.58 1.31 2.01
H -0.49 1.84 -2.05
H -1.45 -0.50 -1.41
H 0.04 -0.34 -2.18
H 1.97 0.88 0.60
H -1.03 -1.46 1.17
H 0.54 -2.10 1.09
H -0.82 -2.73 0.18
H -0.16 1.83 1.93
*
```


Record 10
The following is a DFT calculation (wB97M-V/def2-TZVPD) of the ion C4H13N2 with charge +1.

The calculation puts the energy above the lowest of the compared OMol25 structures with the same formula, charge and spin at 2.5125 eV. The value obtained for the LUMO energy is -3.63 eV. Its SMILES is CNC[C@H](C)[NH3+].

Geometry as ORCA input:
```
! wB97M-V def2-TZVPD RIJCOSX def2/J DEFGRID3
* xyz 1 1
N -2.09 0.63 0.03
C -0.43 0.53 0.37
C -0.40 0.37 1.90
C -0.01 -0.80 -0.39
N 1.45 -1.01 -0.45
C 2.15 -0.09 -1.39
H -2.33 1.63 0.17
H -2.66 0.06 0.67
H -2.35 0.28 -0.95
H 0.12 1.36 -0.06
H 0.54 -0.16 2.13
H -0.40 1.28 2.33
H -1.12 -0.24 2.47
H -0.44 -0.81 -1.46
H -0.44 -1.70 0.05
H 1.49 -1.95 -0.85
H 2.65 -0.67 -2.16
H 2.77 0.56 -0.67
H 1.52 0.76 -1.75
*
```


Record 11
The following is a DFT calculation (wB97M-V/def2-TZVPD) of a structure of composition C5H15N3P2.

The calculation puts the energy above the lowest of the compared OMol25 structures with the same formula, charge and spin at 2.7035 eV. The value obtained for the LUMO energy is 0.99 eV.

Geometry as ORCA input:
```
! wB97M-V def2-TZVPD RIJCOSX def2/J DEFGRID3
* xyz 0 1
C 0.56 -2.33 -0.76
C -2.35 -0.49 -0.91
C 2.00 1.55 0.48
C -0.42 -0.40 3.06
C 0.23 1.68 -2.00
N -0.53 -1.32 0.32
N -1.06 -0.33 -0.43
N 0.70 0.91 0.77
P 0.66 -0.68 1.47
P -0.55 1.34 -0.30
H 1.20 -2.81 -0.11
H -0.20 -2.81 -1.34
H 1.12 -1.61 -1.37
H -2.84 0.45 -0.99
H -2.26 -0.83 -2.00
H -2.98 -1.24 -0.46
H 1.94 2.46 -0.06
H 2.54 1.89 1.49
H 2.67 0.93 -0.13
H -1.58 -0.47 2.96
H 0.02 0.35 3.57
H -0.11 -1.25 3.76
H 0.60 0.75 -2.51
H 1.19 2.21 -1.89
H -0.57 2.09 -2.62
*
```


Record 12
The following is a DFT calculation (wB97M-V/def2-TZVPD) of a cluster of 2 separate species, C5H14NP in total.

The calculation puts the energy above the lowest of the compared OMol25 structures with the same formula, charge and spin at 3.4122 eV. The value obtained for the LUMO energy is 0.80 eV. Its SMILES is CN=[PH3].C=C(C)C.

Geometry as ORCA input:
```
! wB97M-V def2-TZVPD RIJCOSX def2/J DEFGRID3
* xyz 0 1
C -0.07 1.72 -2.25
C -0.77 1.64 0.22
C 2.17 -1.39 0.72
C -1.58 -0.10 -1.34
C -0.90 1.04 -1.21
N 0.64 -1.44 0.54
P 0.02 -1.77 1.96
H -0.10 1.36 -3.36
H -0.60 2.72 -2.32
H 0.99 1.82 -1.87
H -0.45 0.90 0.88
H -1.76 1.93 0.51
H -0.14 2.51 0.19
H 2.39 -1.32 1.85
H 2.60 -2.35 0.20
H 2.44 -0.48 0.20
H -2.24 -0.32 -0.50
H -1.65 -0.79 -2.17
H -1.44 -2.01 1.84
H -0.09 -0.82 2.94
H 0.53 -2.84 2.97
*
```


Record 13
The following is a DFT calculation (wB97M-V/def2-TZVPD) of an isolated molecule of C3H4OS.

The calculation puts the energy above the lowest of the compared OMol25 structures with the same formula, charge and spin at 1.4343 eV. The value obtained for the LUMO energy is 0.43 eV. Its SMILES is S=C1CCO1.

Geometry as ORCA input:
```
! wB97M-V def2-TZVPD RIJCOSX def2/J DEFGRID3
* xyz 0 1
C 0.36 1.09 0.11
C 0.70 -0.44 -0.10
C -0.93 -0.58 -0.11
H 1.23 -1.03 0.71
H 1.17 -0.53 -1.10
H -1.38 -0.81 0.82
H -1.35 -0.86 -1.05
O -0.99 0.88 -0.07
S 1.19 2.28 0.79
*
```


Number 1: strongest force on any atom 0.62 eV Å⁻¹. Number 2: strongest force on any atom 2.78 eV Å⁻¹. Number 3: strongest force on any atom 0.50 eV Å⁻¹. Number 4: strongest force on any atom 3.13 eV Å⁻¹. Number 5: strongest force on any atom 4.57 eV Å⁻¹. Number 6: strongest force on any atom 0.16 eV Å⁻¹. Number 7: strongest force on any atom 5.64 eV Å⁻¹. Number 8: strongest force on any atom 2.80 eV Å⁻¹. Number 9: strongest force on any atom 3.89 eV Å⁻¹. Number 10: strongest force on any atom 4.15 eV Å⁻¹. Number 11: strongest force on any atom 5.18 eV Å⁻¹. Number 12: strongest force on any atom 3.07 eV Å⁻¹. Number 13: strongest force on any atom 4.20 eV Å⁻¹.